Computed, not measured: C11H18AsMoN3OS7 as an isolated structure, with the ωB97M-V functional and the def2-TZVPD basis.

```
42
C11H18AsMoN3OS7, DFT the ωB97M-V functional and the def2-TZVPD basis
Mo 0.3113 0.1225 0.2512
S 2.3668 1.0075 4.4859
As 0.5876 0.8373 3.4566
S 0.5494 -1.0993 2.2880
S 0.9326 1.9390 1.3793
S -1.2989 1.3503 4.1115
O -0.0325 1.0739 -1.6090
N -1.2724 1.2723 -2.0492
C -1.3993 1.7943 -3.2887
C -2.6297 2.0535 -3.8176
C -3.7646 1.7700 -3.0514
C -3.6122 1.2348 -1.7984
C -2.3365 0.9676 -1.2734
S -2.0983 0.2884 0.2924
H -0.4606 1.9776 -3.7877
H -2.7020 2.4737 -4.8094
H -4.7525 1.9724 -3.4417
H -4.4624 1.0053 -1.1721
C 3.2742 1.2621 -1.1212
S 2.7232 -0.3346 -0.4911
C 3.7075 -0.4323 1.0127
H 4.2998 1.1683 -1.4738
H 3.1994 2.0118 -0.3360
H 2.6191 1.5267 -1.9486
H 3.4516 0.3854 1.6859
H 4.7596 -0.4101 0.7327
H 3.4610 -1.3721 1.4970
S 0.0573 -2.1829 -1.0569
C -1.4392 -2.8101 -0.4671
N -2.3426 -3.2367 -1.3550
C -3.6696 -3.7350 -1.0100
C -3.6434 -4.3153 0.3940
C -3.0158 -3.3073 1.3397
N -1.7113 -2.9107 0.8214
H -2.0948 -3.0930 -2.3195
H -3.9510 -4.4933 -1.7397
H -4.3988 -2.9228 -1.0706
H -3.0603 -5.2381 0.4007
H -4.6565 -4.5518 0.7158
H -2.8640 -3.7372 2.3279
H -3.6513 -2.4245 1.4513
H -1.0631 -2.4529 1.4610
```

Calculated values
highest occupied orbital energy (spin up / spin down): -7.24 / -7.33 eV
DFT total energy: -156760.59174 eV
ΔE to the lowest compared entry with this formula, charge and spin: 0.0 kcal per mole
molecular weight: 603.62 g/mol
2S+1: 3